No. 1
Density functional theory data (ωB97M-V/def2-TZVPD) for 9 unconnected molecules or ions with the total composition C32H64Br4O21 in a non-equilibrium geometry.

XYZ file:
```
121
Properties=species:S:1:pos:R:3:mulliken_charge:R:1
H 0.778 -6.188 1.605 0.47
O -5.888 2.471 0.205 -0.34
O -0.393 4.396 0.548 -0.36
O 2.234 5.093 -3.036 -0.62
H -1.296 -8.678 4.033 0.31
H 5.398 1.923 6.267 0.39
C 2.120 2.602 -2.417 -0.67
C 0.141 -5.327 1.400 -0.21
Br 1.357 -2.470 -0.877 -0.11
O -2.153 -0.406 3.156 0.07
C 5.716 1.410 5.382 -1.39
H -1.742 -6.156 -1.670 0.41
C -1.502 0.295 4.265 -0.50
H -1.464 -5.914 -4.249 0.48
H -1.987 -10.145 3.470 0.37
H 1.336 2.821 2.046 0.30
H 4.992 2.862 4.075 0.26
O -3.565 -2.056 2.541 -0.16
H 5.076 1.367 -3.596 0.18
C 4.366 -0.488 0.120 -0.30
O 2.927 4.667 -5.099 -0.37
H 0.408 0.709 3.067 0.06
C 4.017 -0.700 -4.477 0.79
C 2.379 -3.834 -5.411 -1.24
H -3.254 -8.283 2.374 0.32
H -8.204 5.551 -0.590 0.27
H 6.169 1.644 -4.898 0.30
Br -3.595 -4.831 -3.670 -0.17
O -0.596 4.590 2.810 -0.59
H -2.962 0.900 0.179 0.02
H 3.177 6.617 -4.455 0.33
H 1.577 7.657 -5.793 0.33
H -6.843 6.088 0.391 0.30
O 5.140 0.169 1.074 -0.36
H -4.932 -3.571 2.153 0.22
Br -1.994 -1.773 -1.246 -0.07
H 5.029 -1.042 -0.552 0.23
H 0.772 6.226 -5.153 0.31
Br 0.607 -5.844 -2.422 -0.17
H 2.211 -3.463 -6.410 0.39
C 2.910 6.052 -5.328 -0.28
H -4.218 4.376 2.322 0.12
O -7.389 4.032 0.597 -0.35
H -0.402 -5.491 0.481 -0.04
H -1.198 -4.359 -1.622 -0.43
C -4.011 1.038 0.459 -0.66
H 0.985 -0.857 0.915 0.07
H 4.435 2.095 -5.074 0.26
H 1.713 2.453 0.395 -0.12
O 3.314 0.559 2.425 -0.57
H -3.203 5.532 2.955 0.37
H -2.237 0.920 4.779 0.30
C 4.501 0.634 2.167 0.85
H -8.343 5.819 1.192 0.27
C -6.307 3.693 -0.082 0.86
H 3.259 -4.472 -5.367 0.32
C 2.521 4.291 -3.919 0.71
H -1.084 -0.443 4.979 0.34
C -1.441 -9.259 3.121 -1.07
O 2.466 2.982 -3.773 -0.30
C 1.064 4.464 0.655 -0.62
C -1.222 -5.314 -2.134 0.38
H 0.756 -4.425 1.423 0.11
H -4.321 0.001 0.334 0.56
C -4.647 2.113 -0.412 -0.62
H 1.650 -1.933 -4.426 0.25
H -4.829 1.786 -1.453 0.33
O -5.684 4.402 -0.877 -0.60
H -2.915 3.848 3.407 0.28
C 1.780 3.248 1.135 -0.40
H 3.840 1.581 4.401 0.26
H 1.222 6.283 -6.845 0.31
C -4.434 -3.122 3.004 -0.75
H 5.691 0.359 5.632 0.36
H 6.795 1.575 5.231 0.31
H 3.712 6.259 -6.059 0.33
O -3.290 -1.472 4.769 -0.60
C -1.035 4.432 1.704 0.79
C -0.995 -1.472 0.331 0.40
H 2.795 3.082 -1.707 0.39
O -2.403 -6.127 3.663 -0.57
H -4.035 2.999 -0.517 0.32
H 1.308 5.227 1.394 0.39
H 1.080 2.806 -2.203 0.47
H -2.196 -8.938 1.084 0.29
H 3.673 -1.174 0.556 0.24
C -2.228 -8.448 2.044 -0.28
C -7.716 5.456 0.402 -0.65
O 5.387 1.175 2.971 -0.37
C -1.658 -6.159 2.721 0.67
H -0.782 1.952 3.005 -0.03
H 2.208 1.506 -2.330 0.07
O -0.749 -5.168 2.427 -0.37
H -1.506 -0.681 0.873 -0.50
H -1.093 -2.336 0.977 0.17
O -2.356 4.255 1.466 -0.18
H 3.799 0.201 -0.502 0.07
H -3.989 1.250 1.543 0.18
C 4.883 1.778 4.190 0.01
C -3.035 -1.337 3.566 0.51
C 0.421 -1.081 0.004 -0.18
H -5.154 -2.641 3.658 0.34
H 2.842 3.465 1.324 0.36
O -1.573 -7.147 1.780 -0.26
C -0.410 1.148 3.659 -0.54
C -3.158 4.510 2.610 -0.69
C -1.711 -5.104 -3.567 -0.88
C 2.573 -2.547 -4.548 0.14
H 2.957 -2.771 -3.567 0.10
H 1.420 4.697 -0.335 0.37
O 3.615 -1.707 -5.193 -0.36
H 0.506 -0.177 -0.622 0.33
C 1.523 6.569 -5.840 -1.04
H 0.147 1.711 4.423 0.49
C 5.128 1.384 -4.667 -0.52
H -0.451 -9.563 2.752 0.28
O 4.840 0.034 -5.156 -0.39
H -1.267 -4.211 -3.976 0.34
H 1.581 -4.554 -5.128 0.24
O 3.640 -0.562 -3.293 -0.44
H -3.818 -3.873 3.479 0.28
```

The net charge is 0. The calculation puts the energy above the lowest of the compared OMol25 structures with the same formula, charge and spin at 9.7 kJ/mol. The LUMO energy comes out at 0.446 eV. The calculation puts the HOMO energy at -9.920 eV.

***

No. 2
Density functional theory data (ωB97M-V/def2-TZVPD) for C6H12O5 in the gas phase in a non-equilibrium geometry.

XYZ file:
```
23
Properties=species:S:1:pos:R:3:nbo_charge:R:1
C 1.156 0.855 -0.405 0.06
C 0.629 -0.523 -0.848 0.03
H -2.058 1.455 0.886 0.16
C 0.080 1.615 0.520 -0.44
C -0.019 -1.197 0.322 0.03
H 1.605 -0.804 1.239 0.49
H -2.883 -1.637 0.142 0.49
C -1.412 -0.612 0.593 0.04
H -0.236 -2.137 -0.235 0.19
O 1.708 -1.303 -1.494 -0.72
H 2.930 0.893 -0.246 0.49
H 1.398 1.464 -1.289 0.19
O -1.516 1.229 -1.060 -0.72
H -0.173 -0.560 -1.639 0.23
O 0.811 -1.245 1.529 -0.73
H 0.488 1.261 1.474 0.22
O 2.292 0.768 0.457 -0.74
H -1.586 -0.768 1.700 0.20
O -2.297 -1.142 -0.324 -0.72
C -1.343 0.984 0.302 0.08
H -1.989 0.376 -1.235 0.48
H 0.163 2.722 0.348 0.23
H 2.251 -1.695 -0.736 0.46
```

The net charge is 0. The calculation puts the energy above the lowest of the compared OMol25 structures with the same formula, charge and spin at 183.1 kJ/mol. The LUMO energy comes out at 0.567 eV. The calculation puts the HOMO energy at -9.688 eV.

***

No. 3
Density functional theory data (ωB97M-V/def2-TZVPD) for a molecular structure, C3HFMgO2 in a non-equilibrium geometry.

XYZ file:
```
8
Properties=species:S:1:pos:R:3:nbo_charge:R:1
C -0.293 0.871 0.048 0.66
H -1.240 -0.141 -1.603 0.22
F -1.217 1.858 0.079 -0.33
O 0.345 0.704 1.160 -0.87
Mg 2.336 -0.052 0.922 0.88
C -0.482 -0.143 -0.827 -0.17
C 0.598 -1.668 0.673 0.12
O -0.047 -1.430 -0.453 -0.50
```

The net charge is 0. The LUMO energy (alpha / beta) comes out at -0.295 / -1.429 eV. The calculation puts the HOMO energy (alpha / beta) at -7.192 / -7.946 eV.

***

No. 4
Density functional theory data (ωB97M-V/def2-TZVPD) for CH2BrNO4 in the gas phase in a non-equilibrium geometry.

XYZ file:
```
9
Properties=species:S:1:pos:R:3:nbo_charge:R:1
O -1.605 -1.155 -0.119 -0.56
O 0.477 -0.377 -0.195 -0.49
C 1.483 0.458 -0.084 0.72
O -1.355 1.009 0.347 -0.50
Br 2.999 -0.669 0.319 -0.03
O 1.623 1.634 -0.301 -0.54
H -1.279 0.909 1.290 0.48
H -1.322 -1.871 -0.753 0.50
N -1.021 0.062 -0.503 0.42
```

The net charge is 0. The calculation puts the energy above the lowest of the compared OMol25 structures with the same formula, charge and spin at 265.2 kJ/mol. The LUMO energy comes out at 0.418 eV. The calculation puts the HOMO energy at -10.498 eV.